Entry 1:
Here is a molecular structure, C24H24F3NO5PS2 in a non-equilibrium geometry from the Open Molecules 2025 dataset. Energies are from wB97M-V/def2-TZVPD.

Geometry as XYZ:
```
60
C24H24F3NO5PS2 wB97M-V/def2-TZVPD
C 5.739 0.771 2.360
C 4.615 -0.085 1.885
O 3.424 0.769 1.893
C 2.310 0.044 1.742
C 1.036 0.880 1.631
P -0.149 -0.248 0.700
C -0.219 -2.051 1.058
C 0.162 -2.657 2.252
C 0.127 -4.042 2.410
C -0.309 -4.870 1.370
C -0.728 -4.274 0.177
C -0.683 -2.885 0.022
C -1.807 0.256 1.240
C -2.291 -0.048 2.507
C -3.598 0.325 2.869
C -4.425 0.945 1.919
C -3.931 1.249 0.654
C -2.633 0.885 0.301
O 0.059 -0.067 -0.766
O 2.358 -1.195 1.745
H 6.677 0.236 2.209
H 5.771 1.706 1.788
H 5.618 1.016 3.415
H 4.788 -0.440 0.851
H 4.477 -0.946 2.548
H 1.271 1.750 0.973
H 0.536 -2.058 3.072
H 0.462 -4.484 3.345
H -0.308 -5.954 1.487
H -1.089 -4.908 -0.643
H -0.984 -2.463 -0.938
H -1.649 -0.574 3.230
H -3.982 0.142 3.880
H -5.452 1.206 2.210
H -4.562 1.786 -0.066
H -2.238 1.103 -0.689
C -1.938 1.782 5.346
N -1.217 2.702 4.559
S 0.298 1.707 3.256
C 1.379 2.232 4.718
F 2.646 2.057 4.232
F 1.249 3.503 5.133
F 1.241 1.438 5.823
S -1.975 3.957 3.857
C -3.048 4.473 5.207
C -4.426 4.514 4.956
C -5.303 4.790 6.009
C -4.813 5.070 7.282
C -3.432 5.141 7.496
C -2.544 4.882 6.444
O -0.982 4.987 3.583
O -2.867 3.560 2.805
H -1.205 1.084 5.785
H -2.439 2.312 6.171
H -2.653 1.197 4.767
H -4.800 4.352 3.951
H -6.379 4.823 5.806
H -5.507 5.284 8.098
H -3.047 5.450 8.471
H -1.468 5.016 6.554
```

Its largest force on an atom is 3.37 eV Å⁻¹. Its energy above the lowest of the compared OMol25 structures with the same formula, charge and spin is 121.26 kJ/mol. The net charge is -1. As for the HOMO energy: -4.3250 eV.

So, what does the Löwdin scheme give us? The charges, in e, come out as: number 1, C, carries -0.08; number 2, C, carries -0.22; number 3, O, carries -0.02; number 4, C, carries -0.53; number 5, C, carries -0.42; number 6, P, carries 0.76; number 7, C, carries -0.25; number 8, C, carries -0.10; number 9, C, carries -0.08; number 10, C, carries -0.10; number 11, C, carries -0.10; number 12, C, carries -0.07; number 13, C, carries -0.29; number 14, C, carries -0.11; number 15, C, carries -0.10; number 16, C, carries -0.09; number 17, C, carries -0.09; number 18, C, carries -0.07; number 19, O, carries -0.34; number 20, O, carries 0.02; number 21, H, carries 0.07; number 22, H, carries 0.08; number 23, H, carries 0.08; number 24, H, carries 0.13; number 25, H, carries 0.12; number 26, H, carries 0.10; number 27, H, carries 0.10; number 28, H, carries 0.10; number 29, H, carries 0.09; number 30, H, carries 0.10; number 31, H, carries 0.11; number 32, H, carries 0.10; number 33, H, carries 0.10; number 34, H, carries 0.10; number 35, H, carries 0.10; number 36, H, carries 0.10; number 37, C, carries -0.22; number 38, N, carries -0.46; number 39, S, carries 1.05; number 40, C, carries -0.75; number 41, F, carries 0.04; number 42, F, carries 0.09; number 43, F, carries 0.06; number 44, S, carries 0.56; number 45, C, carries -0.28; number 46, C, carries -0.06; number 47, C, carries -0.10; number 48, C, carries -0.11; number 49, C, carries -0.09; number 50, C, carries -0.07; number 51, O, carries -0.34; number 52, O, carries -0.33; number 53, H, carries 0.07; number 54, H, carries 0.07; number 55, H, carries 0.03; number 56, H, carries 0.10; number 57, H, carries 0.10; number 58, H, carries 0.09; number 59, H, carries 0.10; number 60, H, carries 0.12

Entry 2:
Here is a molecular structure, C23H30AsCdN5O4 in a non-equilibrium geometry from the Open Molecules 2025 dataset. Energies are from wB97M-V/def2-TZVPD.

Geometry as XYZ:
```
64
C23H30AsCdN5O4 wB97M-V/def2-TZVPD
Cd 0.034 0.871 0.555
C 2.801 -0.845 0.903
N 1.679 -0.665 1.775
C 1.188 -1.958 2.195
C 1.971 0.187 2.942
C 2.208 1.676 2.556
C 3.280 2.389 3.075
C 3.429 3.712 2.733
C 2.393 4.396 2.077
C 1.318 3.621 1.629
C 1.194 2.265 1.809
H 3.615 -1.477 1.237
H 3.161 0.130 0.559
H 2.508 -1.371 0.038
H 1.957 -2.406 2.951
H 1.040 -2.619 1.406
H 0.273 -1.851 2.829
H 2.715 -0.182 3.558
H 1.075 0.195 3.599
H 4.022 1.851 3.696
H 4.362 4.259 2.948
H 2.522 5.479 1.985
H 0.595 4.043 0.981
O -1.795 -0.600 1.022
C -1.436 -1.488 0.194
O -0.455 -1.304 -0.610
C -2.167 -2.811 0.173
C -1.607 -3.956 -0.402
C -2.275 -5.152 -0.405
C -3.559 -5.117 0.098
C -4.187 -4.059 0.670
C -3.443 -2.900 0.763
N -4.428 -6.398 0.020
O -5.598 -6.219 0.273
O -3.876 -7.439 -0.246
H -0.618 -3.849 -0.855
H -1.872 -6.025 -0.795
H -5.179 -4.188 1.092
H -3.950 -2.074 1.277
C -1.792 2.777 -2.781
As -2.084 1.724 -1.120
C -3.155 0.251 -1.973
C -3.736 2.600 -0.363
H -2.670 3.176 -3.244
H -1.344 2.079 -3.506
H -1.113 3.576 -2.584
H -4.080 0.671 -2.360
H -3.422 -0.404 -1.117
H -2.419 -0.157 -2.661
H -4.378 2.787 -1.158
H -3.406 3.501 0.242
H -4.283 1.915 0.250
N 4.453 2.933 -2.183
C 3.451 2.020 -2.352
C 2.345 2.042 -1.456
N 1.532 1.012 -1.393
C 1.711 0.053 -2.304
C 2.709 0.064 -3.234
N 3.572 1.077 -3.266
H 4.232 3.720 -1.646
H 4.867 3.173 -3.154
H 2.190 2.830 -0.724
H 1.094 -0.831 -2.242
H 2.833 -0.709 -3.975
```

Its largest force on an atom is 4.20 eV Å⁻¹. Its energy above the lowest of the compared OMol25 structures with the same formula, charge and spin is 76.66 kJ/mol. As for the HOMO energy: -8.3013 eV.

So, what does the Löwdin scheme give us? The charges, in e, come out as: number 1, Cd, carries 1.27; number 2, C, carries -0.11; number 3, N, carries -0.32; number 4, C, carries -0.11; number 5, C, carries -0.17; number 6, C, carries -0.28; number 7, C, carries -0.07; number 8, C, carries -0.11; number 9, C, carries -0.10; number 10, C, carries -0.20; number 11, C, carries -0.23; number 12, H, carries 0.09; number 13, H, carries 0.08; number 14, H, carries 0.06; number 15, H, carries 0.12; number 16, H, carries 0.05; number 17, H, carries 0.10; number 18, H, carries 0.09; number 19, H, carries 0.13; number 20, H, carries 0.12; number 21, H, carries 0.10; number 22, H, carries 0.10; number 23, H, carries 0.06; number 24, O, carries -0.16; number 25, C, carries -0.69; number 26, O, carries -0.14; number 27, C, carries -0.12; number 28, C, carries -0.01; number 29, C, carries 0.01; number 30, C, carries -0.12; number 31, C, carries -0.01; number 32, C, carries 0.00; number 33, N, carries -0.34; number 34, O, carries 0.06; number 35, O, carries 0.08; number 36, H, carries 0.12; number 37, H, carries 0.10; number 38, H, carries 0.13; number 39, H, carries 0.13; number 40, C, carries -0.32; number 41, As, carries 1.05; number 42, C, carries -0.28; number 43, C, carries -0.30; number 44, H, carries 0.01; number 45, H, carries 0.02; number 46, H, carries -0.01; number 47, H, carries 0.03; number 48, H, carries 0.01; number 49, H, carries 0.02; number 50, H, carries -0.02; number 51, H, carries 0.04; number 52, H, carries 0.01; number 53, N, carries 0.12; number 54, C, carries -0.39; number 55, C, carries -0.07; number 56, N, carries 0.00; number 57, C, carries -0.17; number 58, C, carries -0.11; number 59, N, carries 0.13; number 60, H, carries 0.06; number 61, H, carries 0.15; number 62, H, carries 0.10; number 63, H, carries 0.09; number 64, H, carries 0.11

Entry 3:
Here is a molecular structure, C6H6O2 in a non-equilibrium geometry from the Open Molecules 2025 dataset. Energies are from wB97M-V/def2-TZVPD.

Geometry as XYZ:
```
14
C6H6O2 wB97M-V/def2-TZVPD
C 0.670 1.051 0.690
C -0.844 0.559 0.425
C -0.485 -0.784 0.929
C 0.916 -0.492 0.331
C 0.641 -0.301 -1.101
C -0.647 0.462 -1.053
H -1.702 1.139 0.777
H -0.979 -1.626 0.475
H -0.446 -0.806 2.029
H 1.770 -1.120 0.586
H 1.384 -0.158 -1.812
H -1.076 1.126 -1.795
O 1.337 1.924 1.138
O -0.540 -0.976 -1.620
```

Its largest force on an atom is 3.16 eV Å⁻¹. Its energy above the lowest of the compared OMol25 structures with the same formula, charge and spin is 242.69 kJ/mol. As for the HOMO energy: -9.6885 eV.

So, what does the Löwdin scheme give us? The charges, in e, come out as: number 1, C, carries -0.24; number 2, C, carries -0.17; number 3, C, carries -0.07; number 4, C, carries -0.13; number 5, C, carries -0.23; number 6, C, carries -0.11; number 7, H, carries 0.15; number 8, H, carries 0.12; number 9, H, carries 0.14; number 10, H, carries 0.15; number 11, H, carries 0.14; number 12, H, carries 0.15; number 13, O, carries 0.15; number 14, O, carries -0.04

Entry 4:
Here is a molecular structure, C13H27ClGeNOPdS4SeSi3 from the Open Molecules 2025 dataset. Energies are from wB97M-V/def2-TZVPD.

Geometry as XYZ:
```
53
C13H27ClGeNOPdS4SeSi3 wB97M-V/def2-TZVPD
Pd -0.363 -1.839 1.403
O 3.623 -7.324 1.964
C 2.916 -6.368 1.726
S 3.478 -4.695 1.812
C 1.988 -3.914 1.315
C 0.917 -4.751 1.063
S -0.571 -4.213 0.498
S 1.213 -6.469 1.291
S 2.003 -2.216 1.151
C 1.243 3.322 0.500
Si 1.049 1.635 1.340
C 2.792 1.064 1.695
C 0.240 1.992 2.978
Ge -0.208 0.089 0.000
Si 0.885 -0.166 -2.105
C 2.505 -1.091 -2.058
C -0.254 -1.110 -3.254
C 1.268 1.480 -2.935
Si -2.230 1.278 -0.439
C -3.493 0.271 -1.369
C -2.904 1.919 1.183
C -1.973 2.809 -1.520
H 1.875 3.969 1.124
H 0.273 3.813 0.377
H 1.705 3.244 -0.490
H 3.279 1.775 2.375
H 3.391 0.987 0.781
H 2.788 0.081 2.175
H 0.917 2.599 3.593
H 0.025 1.056 3.508
H -0.699 2.534 2.849
H 2.354 -2.109 -1.692
H 3.217 -0.613 -1.378
H 2.949 -1.131 -3.062
H -0.649 -1.992 -2.740
H 0.268 -1.439 -4.160
H -1.110 -0.493 -3.550
H 2.055 2.014 -2.392
H 0.392 2.134 -2.963
H 1.612 1.314 -3.963
H -3.610 -0.721 -0.932
H -3.189 0.150 -2.416
H -4.467 0.772 -1.337
H -2.599 1.279 2.014
H -3.996 1.938 1.176
H -2.521 2.930 1.371
H -1.685 2.535 -2.541
H -1.201 3.473 -1.123
H -2.917 3.367 -1.572
Se -2.946 -2.198 1.570
C -4.304 -0.942 1.633
N -5.228 -0.243 1.678
Cl -0.103 -1.783 3.844
```

Its largest force on an atom is 0.89 eV Å⁻¹. Its energy above the lowest of the compared OMol25 structures with the same formula, charge and spin is 120.75 kJ/mol. Its multiplicity is 2. The net charge is -2. Its expectation value of S² is 0.764. As for the HOMO energy (spin up / spin down): -1.6502 / -1.4590 eV.

So, what does the Löwdin scheme give us? The charges, in e, come out as: number 1, Pd, carries -0.13; number 2, O, carries -0.11; number 3, C, carries -1.06; number 4, S, carries 0.93; number 5, C, carries -1.13; number 6, C, carries -1.20; number 7, S, carries 0.49; number 8, S, carries 0.93; number 9, S, carries 0.56; number 10, C, carries -0.23; number 11, Si, carries 0.27; number 12, C, carries -0.25; number 13, C, carries -0.23; number 14, Ge, carries 0.51; number 15, Si, carries 0.27; number 16, C, carries -0.26; number 17, C, carries -0.23; number 18, C, carries -0.23; number 19, Si, carries 0.27; number 20, C, carries -0.24; number 21, C, carries -0.25; number 22, C, carries -0.23; number 23, H, carries 0.02; number 24, H, carries 0.00; number 25, H, carries 0.00; number 26, H, carries 0.02; number 27, H, carries 0.02; number 28, H, carries -0.03; number 29, H, carries 0.03; number 30, H, carries -0.02; number 31, H, carries 0.00; number 32, H, carries 0.00; number 33, H, carries 0.01; number 34, H, carries 0.02; number 35, H, carries 0.03; number 36, H, carries 0.02; number 37, H, carries 0.01; number 38, H, carries 0.01; number 39, H, carries 0.00; number 40, H, carries 0.02; number 41, H, carries -0.02; number 42, H, carries 0.01; number 43, H, carries 0.03; number 44, H, carries 0.02; number 45, H, carries 0.01; number 46, H, carries 0.02; number 47, H, carries 0.01; number 48, H, carries 0.00; number 49, H, carries 0.03; number 50, Se, carries 0.47; number 51, C, carries -0.87; number 52, N, carries 0.01; number 53, Cl, carries -0.32